Entry 1:
74
Properties=species:S:1:pos:R:3 method="wB97M-V/def2-TZVPD" e_lumo_ev="2.68 / 2.67" spin_multiplicity=3 e_tot_ev=-43421.623 e_above_lowest_ev=4.7134 mol_weight_g_mol=667.63 s_squared=2.0347 charge=-1
Au 0.06596 -0.29876 0.39088
N 2.20176 0.01524 -0.61439
N 0.20675 -0.36072 -2.68901
C -1.88443 1.06627 0.87544
C -1.32665 1.94801 -0.09203
C -0.13719 2.51926 0.45298
C 0.66559 3.47759 -0.32478
H 0.52123 3.38865 -1.41820
H 1.72210 3.28103 -0.17696
H 0.49018 4.53860 -0.03953
C 0.06832 1.94933 1.77081
C 1.03880 2.23318 2.84491
H 0.73566 3.05714 3.52945
H 1.99115 2.53907 2.43319
H 1.25043 1.32188 3.43210
C -0.98272 0.99327 1.99737
C -1.24148 0.28891 3.28182
H -0.29815 0.02090 3.76953
H -1.79672 -0.63096 3.08327
H -1.82640 0.89127 3.99193
C -1.85312 2.20902 -1.45381
H -2.46751 3.11913 -1.46606
H -2.47837 1.37815 -1.80303
H -1.04837 2.33956 -2.19055
C -3.19211 0.39108 0.81484
H -3.09771 -0.63765 1.17161
H -3.57560 0.36408 -0.20396
H -3.94799 0.89268 1.43260
C 3.14877 0.17588 0.29106
H 2.88403 -0.08057 1.33345
C 4.44325 0.65691 -0.06014
H 5.25983 0.63851 0.69390
C 4.56815 1.35732 -1.27923
H 5.45212 1.99109 -1.46324
C 3.46070 1.38472 -2.12305
H 3.44518 1.98541 -3.04082
C 2.26004 0.65651 -1.82130
C 1.17668 0.59437 -2.72692
H 1.28289 1.12385 -3.66873
C -0.25726 -0.90948 -1.51840
C -0.49027 -0.93572 -3.78864
H -0.22432 -0.69539 -4.80404
C -1.30494 -1.86335 -3.28783
H -1.92856 -2.59559 -3.76964
N -1.19193 -1.83901 -1.88941
C -1.78366 -2.76269 -0.97354
C -3.16977 -2.79056 -0.77941
C -3.67762 -3.66848 0.18988
H -4.75263 -3.69704 0.35687
C -2.84818 -4.52643 0.90859
C -3.40409 -5.47299 1.93469
H -3.21652 -5.12153 2.95906
H -2.94226 -6.46467 1.84795
H -4.48624 -5.58570 1.81485
C -1.47848 -4.50955 0.65201
H -0.81619 -5.20832 1.16172
C -0.93285 -3.63352 -0.29531
C 0.50714 -3.71263 -0.65349
H 0.65608 -4.20885 -1.62501
H 1.02351 -4.31313 0.10317
H 0.98421 -2.72373 -0.68172
C -4.10177 -1.93985 -1.56896
H -4.49331 -2.48723 -2.43671
H -3.64485 -1.01761 -1.93722
H -4.96557 -1.67112 -0.94938
C 3.76672 4.36650 0.36592
C 3.73187 3.07585 1.12496
N 4.55075 2.72634 2.15330
O 2.85456 2.26698 0.78998
H 4.65914 4.90081 0.68986
H 2.83111 4.88827 0.66964
H 3.74805 4.17390 -0.73708
H 4.33226 1.82300 2.62101
H 5.28080 3.35332 2.41694


Entry 2:
36
Properties=species:S:1:pos:R:3 method="wB97M-V/def2-TZVPD" e_lumo_ev=-1.74 spin_multiplicity=1 e_tot_ev=-124075.184 mol_weight_g_mol=533.08 smiles="O=C1C=C(CCC(F)(F)C(F)(F)C(F)(F)C(F)(F)C(F)(F)C(F)(F)F)C(=O)C=C1Br"
O -4.63019 1.91439 -0.29425
C -3.46776 2.36225 -0.12424
C -2.33563 1.84646 -1.14165
C -0.94645 1.91786 -0.82119
C 0.19882 1.40178 -1.79513
C -0.20874 0.12577 -2.69093
C 0.36807 -1.26315 -2.13340
F 1.74851 -1.06572 -1.89458
F 0.24797 -2.21510 -3.20276
C -0.44441 -1.88076 -0.89892
F -0.81087 -3.22915 -1.18707
F -1.69577 -1.18461 -0.81681
C 0.24349 -1.70834 0.53128
F -0.76301 -2.04419 1.49253
F 0.54570 -0.35181 0.75218
C 1.47921 -2.68389 0.82481
F 1.88979 -3.43680 -0.31573
F 1.04229 -3.66728 1.76296
C 2.79383 -1.96107 1.37616
F 3.31937 -0.97183 0.53059
F 3.79673 -2.97913 1.45227
C 2.66806 -1.34301 2.85467
F 1.37969 -1.35911 3.39212
F 3.04581 0.02772 2.75794
F 3.62875 -1.93904 3.68191
C -0.62848 2.59721 0.60017
O 0.50234 2.54312 1.14489
C -1.73018 3.44362 1.40825
C -3.09796 3.35151 1.05610
Br -4.56362 4.34284 1.90960
H -2.73247 1.42718 -2.12086
H 0.48805 2.23043 -2.53890
H 1.12891 1.22959 -1.15329
H 0.31894 0.28268 -3.70420
H -1.32351 0.08276 -2.94443
H -1.45524 4.15682 2.24989


Entry 3:
177
Properties=species:S:1:pos:R:3 method="wB97M-V/def2-TZVPD" e_lumo_ev=-1.18 spin_multiplicity=1 e_tot_ev=-166788.352 mol_weight_g_mol=1462.68
C 6.33896 -3.61700 3.85201
O 5.07038 -3.31571 4.56904
C 4.58215 -1.97723 4.19361
C 3.87382 -2.03667 2.69999
C 2.46917 -1.14399 2.81266
C 1.24934 -1.96084 3.51888
C 0.29792 -2.85660 2.56175
C 0.41742 -2.63783 0.95333
C -0.72413 -1.59263 0.32016
B -0.58499 -0.05062 0.86144
O -0.52794 0.40361 2.26265
B 0.22001 1.66514 2.42118
C 0.42633 2.18624 4.00282
N 1.94517 2.30232 4.19321
O 0.82965 2.47149 1.34197
B 0.67480 1.78256 0.04589
C 1.84066 1.75561 -1.15893
C 2.97815 0.68341 -0.63419
C 4.38628 0.71360 -1.47294
S 5.72568 1.70978 -0.61825
C 6.82135 0.55453 0.43827
S 7.78907 -0.63974 -0.31337
N 6.76773 0.82107 1.93996
C 7.85672 0.67502 2.97999
C 7.07461 1.15852 4.33817
N 5.63030 1.57153 4.09345
C 5.48204 1.33651 2.60495
O -0.56835 1.02384 -0.19374
H 6.85709 -2.64065 3.43570
H 6.10280 -4.32122 2.94193
H 7.06083 -4.11818 4.63232
H 3.76716 -1.60328 4.96555
H 5.42650 -1.16671 4.17826
H 4.52852 -1.50099 1.86483
H 3.56003 -3.13094 2.38341
H 2.75067 -0.23456 3.52992
H 2.21831 -0.67171 1.77181
H 1.74544 -2.69789 4.31491
H 0.61279 -1.19415 4.16826
H 0.43664 -4.00458 2.82424
H -0.83207 -2.61186 2.85903
H 0.13651 -3.68833 0.45688
H 1.48052 -2.38123 0.53973
H -1.82295 -2.03738 0.39866
H -0.48779 -1.57565 -0.84930
H -0.14261 3.18694 4.22411
H 0.01105 1.34123 4.73569
H 2.26170 1.71618 4.99677
H 2.22056 3.30317 4.30626
H 1.31368 1.29199 -2.11837
H 2.24522 2.83581 -1.35741
H 3.10503 0.87923 0.52207
H 2.52309 -0.40871 -0.75740
H 4.75032 -0.40810 -1.55829
H 4.27230 1.10917 -2.57417
H 8.94675 0.29793 2.78123
H 7.54504 1.18989 5.42578
H 4.44595 1.56233 2.09789
C 1.62529 0.15069 -5.51315
N 2.19753 -0.88154 -4.60722
O 2.13159 -0.66671 -3.39127
O 2.69663 -1.87828 -5.14241
H 1.22292 0.96688 -4.90932
H 2.43187 0.50835 -6.15642
H 0.83355 -0.32455 -6.09582
C -3.60456 0.42676 -1.61965
N -3.42122 -0.94311 -2.17054
O -4.08966 -1.85131 -1.66319
O -2.61153 -1.06791 -3.09674
H -4.34184 0.38824 -0.81490
H -2.63697 0.76171 -1.24035
H -3.95483 1.06507 -2.43334
C 3.23573 2.42862 8.36160
N 1.92055 1.78960 8.08660
O 1.35365 1.23127 9.03314
O 1.49449 1.86664 6.92835
H 3.48551 2.28398 9.41487
H 3.97664 1.94725 7.72003
H 3.14052 3.49147 8.13028
C -6.47233 4.11177 -0.77223
N -6.17289 2.79911 -1.40542
O -5.35292 2.79111 -2.33096
O -6.76940 1.81391 -0.95535
H -5.87989 4.88534 -1.26547
H -7.53967 4.30347 -0.89993
H -6.20579 4.03665 0.28396
C -4.24086 -4.87136 -1.87270
N -4.00871 -5.75843 -0.70100
O -3.39108 -5.28004 0.25749
O -4.45315 -6.90985 -0.77661
H -3.79837 -3.89390 -1.66903
H -3.76514 -5.33716 -2.73814
H -5.32039 -4.78458 -2.01161
C -0.79718 3.75209 10.42138
N 0.47032 4.45723 10.75284
O 0.42276 5.68856 10.85573
O 1.47711 3.75466 10.90043
H -1.59608 4.48987 10.32075
H -0.64232 3.22069 9.48015
H -1.01233 3.05965 11.23776
C 1.45932 0.83524 12.40170
N 0.32563 0.89086 13.36363
O 0.60069 1.09838 14.55120
O -0.80830 0.72469 12.89931
H 2.39244 0.99708 12.94555
H 1.44985 -0.15324 11.93789
H 1.30265 1.62274 11.66176
C -4.39718 1.20996 8.60355
N -3.12968 1.91510 8.93501
O -3.17724 3.14644 9.03790
O -2.12289 1.21253 9.08260
H -5.19608 1.94775 8.50291
H -4.24232 0.67857 7.66232
H -4.61233 0.51753 9.41992
C 0.03008 -2.94754 -8.85475
N 0.09767 -1.46153 -8.88430
O -0.25689 -0.85846 -7.86468
O 0.50480 -0.94255 -9.93021
H -0.34349 -3.26492 -7.87884
H -0.64995 -3.26241 -9.64892
H 1.04006 -3.32680 -9.02303
C -6.86992 2.94833 -5.29690
N -6.80233 4.43434 -5.32645
O -7.15689 5.03741 -4.30683
O -6.39520 4.95332 -6.37236
H -7.24349 2.63095 -4.32099
H -7.54995 2.63346 -6.09107
H -5.85994 2.56907 -5.46518
C 5.96617 -2.41496 -6.61039
N 6.15934 -1.02127 -7.09409
O 6.88753 -0.86032 -8.08044
O 5.57443 -0.12831 -6.46998
H 6.53575 -3.09297 -7.24958
H 6.32837 -2.45986 -5.58127
H 4.89878 -2.63814 -6.66594
C -3.05114 5.38413 -7.78223
N -2.81899 4.49705 -6.61054
O -2.20135 4.97544 -5.65204
O -3.26343 3.34563 -6.68615
H -2.60865 6.36158 -7.57857
H -2.57541 4.91832 -8.64768
H -4.13067 5.47090 -7.92115
C 4.71421 5.90319 -1.42693
N 4.34137 4.77642 -2.32418
O 4.46857 4.95594 -3.54099
O 3.93164 3.74361 -1.78155
H 5.05552 6.74242 -2.03675
H 3.82497 6.17800 -0.85596
H 5.51409 5.55206 -0.77186
C 5.66617 -6.86304 -5.53262
N 5.85934 -5.46935 -6.01633
O 6.58753 -5.30840 -7.00267
O 5.27443 -4.57639 -5.39221
H 6.23575 -7.54105 -6.17182
H 6.02837 -6.90794 -4.50351
H 4.59878 -7.08621 -5.58817
C -6.95096 -6.51296 1.40978
N -8.08464 -6.45734 2.37172
O -7.80958 -6.24981 3.55929
O -9.21857 -6.62350 1.90740
H -6.01783 -6.35111 1.95363
H -6.96042 -7.50143 0.94598
H -7.10762 -5.72546 0.66985
C -4.10246 2.09429 -10.01398
N -3.90928 3.48798 -10.49769
O -3.18109 3.64893 -11.48403
O -4.49419 4.38094 -9.87357
H -3.53287 1.41629 -10.65317
H -3.74026 2.04939 -8.98487
H -5.16985 1.87112 -10.06953
C -7.87033 -2.84225 -3.98131
N -7.29810 -3.87449 -3.07538
O -7.36404 -3.65966 -1.85943
O -6.79900 -4.87122 -3.61057
H -8.27271 -2.02606 -3.37747
H -7.06376 -2.48459 -4.62458
H -8.66207 -3.31750 -4.56398